1.
{"formula": "C3H8NO2", "method": "ωB97M-V/def2-TZVPD", "s_squared": 0.7536, "total_charge": 0, "gap_ev": [5.9, 9.8], "spin_multiplicity": 2, "species": ["O", "C", "O", "H", "H", "C", "C", "N", "H", "H", "H", "H", "H", "H"], "coordinates": [[1.701, -0.636, 0.224], [2.304, -1.427, 0.875], [2.096, -2.764, 0.881], [3.132, -1.099, 1.525], [2.940, -3.200, 0.860], [-2.504, 0.905, -0.364], [-0.062, 1.429, -0.505], [-1.118, 0.547, -0.625], [-2.843, 0.225, 0.410], [-3.061, 0.971, -1.301], [-2.456, 1.956, -0.080], [-0.154, 2.349, 0.046], [0.771, 1.100, -1.094], [-0.744, -0.357, -0.851]]}

2.
{"formula": "C3H8NO2", "method": "ωB97M-V/def2-TZVPD", "s_squared": 0.7554, "total_charge": 0, "gap_ev": [10.2, 7.5], "spin_multiplicity": 2, "species": ["C", "C", "O", "N", "C", "O", "H", "H", "H", "H", "H", "H", "H", "H"], "coordinates": [[-0.708, 0.003, 0.469], [-1.517, 0.373, -0.786], [-1.040, 1.523, -1.404], [0.749, 0.234, 0.183], [1.652, -0.871, 0.588], [1.323, -1.738, 1.489], [-0.754, -0.997, 0.901], [-0.931, 0.602, 1.352], [-1.549, -0.513, -1.431], [-2.569, 0.554, -0.557], [-0.150, 1.448, -1.686], [1.063, 1.161, 0.440], [1.813, -1.404, -0.398], [2.618, -0.375, 0.840]]}

3.
{"formula": "C3H8NO2", "method": "ωB97M-V/def2-TZVPD", "smiles": "[NH3+]CC(=O)CO", "total_charge": 1, "gap_ev": 10.7, "spin_multiplicity": 1, "species": ["C", "C", "C", "N", "O", "O", "H", "H", "H", "H", "H", "H", "H", "H"], "coordinates": [[0.395, 0.263, -0.169], [-0.941, -0.469, -0.023], [1.628, -0.640, -0.220], [-1.968, 0.683, 0.237], [0.372, 1.418, 0.052], [2.663, -0.017, 0.463], [-0.732, -1.184, 0.780], [-1.270, -0.941, -1.007], [1.432, -1.529, 0.290], [1.756, -1.010, -1.325], [-1.547, 1.563, -0.167], [-1.937, 0.641, 1.212], [-3.004, 0.633, 0.011], [3.153, 0.590, -0.133]]}

4.
{"formula": "C3H8NO2", "method": "ωB97M-V/def2-TZVPD", "total_charge": 1, "gap_ev": 10.7, "spin_multiplicity": 1, "species": ["C", "C", "C", "N", "O", "O", "H", "H", "H", "H", "H", "H", "H", "H"], "coordinates": [[-2.795, -1.011, -0.178], [0.663, -0.226, 0.367], [2.787, 0.893, -0.399], [-2.354, 0.068, 0.239], [-0.029, 0.531, 0.951], [1.843, -0.226, -0.282], [-4.025, -1.227, -0.230], [0.430, -1.216, 0.585], [2.426, 1.493, -1.268], [3.667, 0.331, -0.774], [3.025, 1.515, 0.335], [-2.085, -1.734, -0.466], [-1.245, -0.123, 0.307], [-2.310, 0.934, 0.812]]}

5.
{"formula": "C3H8NO2", "method": "ωB97M-V/def2-TZVPD", "smiles": "C[C@@H]([NH3+])C(=O)O", "total_charge": 1, "gap_ev": 11.9, "spin_multiplicity": 1, "species": ["O", "C", "O", "C", "C", "N", "H", "H", "H", "H", "H", "H", "H", "H"], "coordinates": [[0.313, 2.149, 0.175], [0.809, 1.102, -0.135], [2.074, 0.738, -0.055], [-0.072, -0.140, -0.381], [0.240, -1.414, 0.340], [-1.478, 0.335, -0.074], [2.729, 1.457, -0.090], [-0.069, -0.240, -1.470], [0.663, -1.290, 1.336], [-0.629, -2.057, 0.525], [0.865, -2.070, -0.262], [-1.498, 0.642, 0.891], [-2.195, -0.380, -0.199], [-1.753, 1.170, -0.600]]}

6.
{"formula": "C3H8NO2", "method": "ωB97M-V/def2-TZVPD", "total_charge": 1, "gap_ev": 10.3, "spin_multiplicity": 1, "species": ["O", "C", "O", "H", "H", "C", "C", "N", "H", "H", "H", "H", "H", "H"], "coordinates": [[-0.208, -0.435, 1.308], [0.368, 0.092, 2.219], [0.992, 1.256, 2.099], [0.288, -0.309, 3.242], [1.160, 1.676, 2.956], [-1.089, -1.110, -2.539], [0.144, 0.695, -1.456], [-0.253, -0.515, -1.502], [-1.865, -0.432, -2.864], [-0.482, -1.343, -3.419], [-1.466, -2.065, -2.194], [0.064, 1.324, -2.336], [0.667, 0.899, -0.530], [0.068, -1.100, -0.734]]}

7.
{"formula": "C3H8NO2", "method": "ωB97M-V/def2-TZVPD", "total_charge": 1, "gap_ev": 9.6, "spin_multiplicity": 1, "species": ["C", "C", "C", "N", "O", "O", "H", "H", "H", "H", "H", "H", "H", "H"], "coordinates": [[1.452, -0.136, 0.442], [0.210, -0.982, -0.235], [-1.818, 0.241, -0.327], [1.333, 1.244, -0.008], [-1.089, -0.641, 0.212], [-2.928, 0.486, 0.170], [1.239, -0.103, 1.498], [2.402, -0.771, 0.304], [0.039, -0.971, -1.328], [0.261, -2.117, -0.005], [-1.359, 0.743, -1.257], [1.967, 1.907, 0.534], [1.675, 1.226, -0.931], [-3.384, -0.126, 0.932]]}

8.
{"formula": "C3H8NO2", "method": "ωB97M-V/def2-TZVPD", "total_charge": 1, "gap_ev": 9.2, "spin_multiplicity": 1, "species": ["C", "C", "C", "N", "O", "O", "H", "H", "H", "H", "H", "H", "H", "H"], "coordinates": [[0.472, -1.165, -0.583], [0.206, 0.159, -0.026], [-0.923, 1.075, 0.064], [0.393, -0.900, 0.853], [2.353, 0.709, 0.240], [-2.051, 0.196, 0.075], [-0.243, -1.945, -0.839], [1.392, -1.365, -1.147], [-0.854, 1.951, -0.611], [-0.785, 1.463, 1.065], [-0.222, -1.353, 1.510], [1.236, -0.671, 1.442], [2.360, 1.375, -0.483], [-2.791, 0.773, -0.096]]}

For each record above, in turn, the calculated energy above the lowest of the compared OMol25 structures with the same formula, charge and spin values are 15.15, 21.86, 55.23, 110.30, 13.51, 32.32, 70.26, 155.36 kcal per mole.